1.
ORCA calculation (the ωB97M-V functional and the def2-TZVPD basis) on a molecular structure, C35H31LiNOPSSbSe4 in a non-equilibrium geometry.

Each line ends with the Löwdin charge.
Positions of all 76 atoms, in Å:
Li -1.055 0.364 0.455  0.289
C -6.231 -3.829 -0.069  -0.077
C -5.267 -2.652 0.111  -0.553
C -5.058 -2.421 1.615  -0.046
C -5.888 -1.395 -0.520  -0.041
C -3.921 -2.895 -0.567  -0.163
C -3.694 -3.962 -1.446  -0.029
C -2.492 -4.116 -2.117  -0.085
C -1.498 -3.174 -1.909  -0.470
S 0.071 -3.044 -2.623  1.100
C 0.359 -1.568 -1.688  -0.503
N -0.623 -1.231 -0.920  0.046
C -1.692 -2.105 -1.024  -0.299
C -2.902 -1.981 -0.354  0.013
C 1.634 -0.879 -1.870  -0.258
C 2.732 -1.633 -2.312  -0.090
C 3.977 -1.075 -2.492  -0.105
C 4.159 0.279 -2.227  -0.093
C 3.090 1.045 -1.815  -0.149
C 1.811 0.499 -1.630  -0.579
H -7.159 -3.627 0.470  0.079
H -5.804 -4.754 0.326  0.084
H -6.488 -3.976 -1.119  0.079
H -6.025 -2.377 2.123  0.081
H -4.541 -1.479 1.802  0.065
H -4.475 -3.234 2.052  0.088
H -6.869 -1.188 -0.083  0.085
H -6.007 -1.529 -1.597  0.089
H -5.251 -0.524 -0.358  0.040
H -4.472 -4.687 -1.639  0.097
H -2.344 -4.941 -2.802  0.103
H -3.036 -1.126 0.299  0.028
H 2.596 -2.693 -2.489  0.073
H 4.804 -1.689 -2.827  0.096
H 5.137 0.729 -2.350  0.099
H 3.215 2.106 -1.637  0.086
O -0.228 -0.094 1.986  -0.427
P 0.859 0.717 2.615  0.787
C 2.489 0.019 2.265  -0.249
C 3.650 0.551 2.823  -0.088
C 4.872 -0.057 2.593  -0.081
C 4.936 -1.210 1.821  -0.083
C 3.779 -1.756 1.288  -0.071
C 2.555 -1.141 1.504  -0.055
C 0.741 0.606 4.422  -0.253
C 1.211 1.608 5.265  -0.075
C 1.152 1.433 6.640  -0.084
C 0.621 0.266 7.170  -0.092
C 0.136 -0.727 6.330  -0.081
C 0.194 -0.557 4.955  -0.061
C 0.856 2.484 2.278  -0.334
C -0.366 3.124 2.475  -0.108
C -0.500 4.464 2.157  -0.072
C 0.595 5.177 1.691  -0.074
C 1.825 4.552 1.547  -0.079
C 1.958 3.201 1.823  -0.110
H 3.595 1.432 3.452  0.104
H 5.774 0.357 3.028  0.101
H 5.891 -1.685 1.632  0.101
H 3.832 -2.657 0.693  0.105
H 1.639 -1.556 1.101  0.105
H 1.597 2.528 4.842  0.106
H 1.515 2.212 7.300  0.101
H 0.575 0.132 8.244  0.099
H -0.289 -1.632 6.745  0.101
H -0.202 -1.303 4.276  0.109
H -1.219 2.555 2.821  0.069
H -1.465 4.944 2.240  0.110
H 0.481 6.215 1.407  0.105
H 2.672 5.112 1.170  0.103
H 2.899 2.701 1.640  0.095
Se -2.142 4.673 -1.536  -0.185
Sb -2.445 2.289 -1.331  -0.178
Se -3.271 1.570 0.859  -0.064
Se -3.283 0.877 -3.093  -0.168
Se 0.494 1.741 -1.113  0.596

The net charge is -1. The frontier orbital gap comes out at 6.543 eV. The value obtained for the energy above the lowest of the compared OMol25 structures with the same formula, charge and spin is 0.0 kcal per mole. The HOMO energy is -4.47 eV.

=====

2.
ORCA calculation (the ωB97M-V functional and the def2-TZVPD basis) on a molecular structure, C35H31N3O2P2V in a non-equilibrium geometry.

Each line ends with the Löwdin charge.
Positions of all 74 atoms, in Å:
V -0.352 -0.479 -0.187  0.829
C -1.697 -0.299 -3.180  -0.224
P -1.790 0.785 -1.705  1.101
C -2.871 -0.098 -0.524  -0.394
C -2.818 -1.501 -0.416  -0.111
C -3.504 -2.147 0.607  -0.029
C -4.238 -1.411 1.521  -0.020
C -4.300 -0.022 1.415  -0.023
C -3.610 0.635 0.414  -0.070
C -2.755 2.206 -2.281  -0.365
C -4.105 2.004 -2.573  -0.083
C -4.834 3.038 -3.135  -0.045
C -4.225 4.259 -3.400  -0.041
C -2.883 4.452 -3.109  -0.053
C -2.139 3.425 -2.546  -0.078
C -0.610 -1.304 -2.983  -0.348
C -0.103 -2.216 -3.858  0.011
C 0.850 -3.015 -3.152  0.009
C 0.883 -2.560 -1.872  -0.349
C 1.548 -3.107 -0.660  -0.217
P 1.624 -1.717 0.524  1.119
C 3.159 -0.853 0.133  -0.335
C 3.180 0.016 -0.960  -0.095
C 4.376 0.591 -1.353  -0.050
C 5.545 0.304 -0.660  -0.046
C 5.522 -0.555 0.430  -0.050
C 4.331 -1.136 0.834  -0.064
C 1.799 -2.426 2.173  -0.350
C 1.768 -1.586 3.287  -0.088
C 1.937 -2.110 4.556  -0.050
C 2.134 -3.474 4.723  -0.043
C 2.185 -4.311 3.618  -0.046
C 2.018 -3.794 2.342  -0.068
N 0.009 -1.470 -1.735  -0.134
H -1.513 0.319 -4.060  0.115
H -2.671 -0.776 -3.324  0.112
H -2.326 -2.099 -1.176  0.113
H -3.472 -3.226 0.675  0.127
H -4.779 -1.916 2.311  0.126
H -4.897 0.545 2.117  0.125
H -3.659 1.715 0.336  0.121
H -4.581 1.053 -2.370  0.116
H -5.879 2.890 -3.372  0.120
H -4.801 5.062 -3.838  0.121
H -2.412 5.401 -3.327  0.118
H -1.088 3.564 -2.320  0.104
H -0.381 -2.331 -4.894  0.126
H 1.416 -3.838 -3.556  0.125
H 2.541 -3.500 -0.873  0.121
H 0.930 -3.898 -0.225  0.101
H 2.268 0.241 -1.499  0.091
H 4.399 1.264 -2.200  0.119
H 6.479 0.753 -0.973  0.119
H 6.435 -0.776 0.966  0.118
H 4.313 -1.808 1.683  0.111
H 1.631 -0.518 3.157  0.100
H 1.923 -1.459 5.420  0.117
H 2.257 -3.888 5.715  0.120
H 2.358 -5.371 3.740  0.120
H 2.088 -4.459 1.494  0.102
C 1.422 4.453 1.467  0.027
N 0.796 3.135 1.592  -0.016
C 0.162 2.739 2.712  0.016
C -0.435 1.517 2.845  0.047
C -0.288 0.633 1.762  -0.480
O -0.770 -0.562 1.646  -0.098
N 0.405 1.024 0.671  0.037
C 0.869 2.306 0.462  -0.467
O 1.308 2.683 -0.594  0.119
H 1.219 5.035 2.360  0.103
H 1.032 4.963 0.590  0.106
H 2.497 4.340 1.335  0.114
H 0.129 3.454 3.523  0.153
H -0.962 1.216 3.737  0.136

The net charge is +2. The frontier orbital gap (alpha / beta) comes out at 5.757 / 6.638 eV. Its multiplicity is 2. The HOMO energy (alpha / beta) is -13.48 / -13.48 eV. The expectation value of S² is 0.80.

=====

3.
ORCA calculation (the ωB97M-V functional and the def2-TZVPD basis) on a molecular structure, C35H31N3OPPtS3SeTe in a non-equilibrium geometry.

Each line ends with the Löwdin charge.
Positions of all 77 atoms, in Å:
Pt 0.344 -0.802 0.110  0.558
S 0.469 -5.169 1.190  0.641
C 0.510 -3.591 0.859  -1.785
S 1.015 -2.871 -0.654  0.441
S 0.134 -2.297 1.943  0.508
O 0.670 1.337 2.162  -0.050
N -0.375 0.768 1.435  -0.158
C -1.260 1.646 1.174  -0.069
C -2.531 1.413 0.479  -0.218
C -3.445 2.453 0.663  -0.016
C -4.708 2.416 0.099  -0.039
C -5.068 1.327 -0.672  -0.032
C -4.167 0.290 -0.868  -0.057
C -2.892 0.302 -0.312  -0.276
P -1.823 -1.152 -0.675  0.951
C -1.945 -1.488 -2.456  -0.339
C -3.123 -1.977 -3.029  -0.093
C -3.215 -2.145 -4.400  -0.053
C -2.126 -1.857 -5.214  -0.054
C -0.932 -1.441 -4.649  -0.049
C -0.843 -1.260 -3.276  -0.105
C -2.705 -2.520 0.098  -0.385
C -3.503 -2.305 1.223  -0.087
C -4.190 -3.361 1.795  -0.057
C -4.080 -4.636 1.252  -0.053
C -3.272 -4.856 0.148  -0.059
C -2.580 -3.804 -0.430  -0.108
H 1.113 0.587 2.590  0.038
H -1.092 2.647 1.565  0.152
H -3.155 3.301 1.270  0.122
H -5.400 3.231 0.264  0.119
H -6.046 1.279 -1.131  0.120
H -4.477 -0.550 -1.469  0.095
H -3.954 -2.278 -2.405  0.106
H -4.135 -2.512 -4.833  0.114
H -2.205 -1.984 -6.286  0.114
H -0.063 -1.267 -5.270  0.115
H 0.101 -0.973 -2.838  0.044
H -3.589 -1.314 1.652  0.110
H -4.814 -3.191 2.662  0.112
H -4.624 -5.459 1.696  0.113
H -3.172 -5.851 -0.264  0.117
H -1.943 -3.983 -1.287  0.111
C 5.997 3.166 5.056  -0.039
C 5.257 2.243 4.130  -0.251
C 5.372 2.363 2.750  -0.008
C 4.720 1.502 1.879  -0.309
C 4.888 1.721 0.401  -0.103
C 3.927 0.470 2.415  -0.495
Te 3.084 -0.998 1.152  1.069
C 3.769 0.348 3.809  -0.320
C 2.918 -0.697 4.487  -0.083
C 4.442 1.242 4.634  -0.015
H 6.578 3.902 4.504  0.077
H 6.680 2.600 5.692  0.088
H 5.307 3.696 5.714  0.086
H 5.985 3.157 2.339  0.118
H 5.505 2.600 0.216  0.081
H 3.922 1.879 -0.078  0.043
H 5.365 0.866 -0.080  0.065
H 2.323 -1.282 3.788  -0.015
H 2.245 -0.225 5.205  0.090
H 3.546 -1.395 5.043  0.095
H 4.324 1.147 5.709  0.129
Se 2.873 -0.075 -2.100  1.067
N 1.316 0.544 -1.421  -0.386
C 0.772 1.349 -2.330  -0.378
C -0.476 2.028 -2.215  -0.019
C -0.901 2.801 -3.242  -0.036
C -0.131 2.968 -4.441  -0.053
C 1.061 2.351 -4.594  -0.003
C 1.542 1.511 -3.538  -0.379
N 2.664 0.822 -3.599  -0.197
H -1.067 1.915 -1.323  0.073
H -1.849 3.318 -3.160  0.115
H -0.521 3.599 -5.228  0.113
H 1.661 2.460 -5.487  0.123

The net charge is +1. The frontier orbital gap (alpha / beta) comes out at 5.775 / 5.778 eV. The value obtained for the energy above the lowest of the compared OMol25 structures with the same formula, charge and spin is 24.0 kcal per mole. The HOMO energy (alpha / beta) is -9.95 / -9.95 eV.